[1]
Below is a structure of composition C42H40CdCl3N2O2S2Se2Te, with properties calculated with wB97M-V/def2-TZVPD.

Cartesian coordinates (Å):
1 Cd -0.947 1.737 0.054
2 C -4.987 2.373 0.145
3 Se -3.669 3.043 -1.118
4 C -3.437 4.799 -0.291
5 C -2.676 4.781 1.020
6 Se -0.751 4.519 0.788
7 C -0.376 4.238 2.677
8 H -5.820 3.070 0.187
9 H -4.542 2.217 1.122
10 H -5.328 1.418 -0.244
11 H -4.441 5.179 -0.123
12 H -2.961 5.430 -1.037
13 H -3.023 3.989 1.678
14 H -2.776 5.735 1.534
15 H -0.755 3.270 2.987
16 H -0.848 5.038 3.239
17 H 0.700 4.285 2.810
18 C -2.987 -6.640 6.877
19 C -2.801 -5.362 6.099
20 O -1.830 -5.095 5.447
21 S -4.218 -4.264 6.258
22 C -3.715 -2.974 5.152
23 C -4.271 -2.903 3.881
24 C -3.855 -1.914 3.001
25 C -2.873 -0.995 3.382
26 C -2.342 -1.064 4.669
27 C -2.763 -2.046 5.552
28 C -2.385 -0.032 2.426
29 C -1.972 0.754 1.596
30 H -2.021 -6.999 7.227
31 H -3.408 -7.387 6.203
32 H -3.671 -6.506 7.714
33 H -5.020 -3.625 3.580
34 H -4.275 -1.856 2.006
35 H -1.595 -0.344 4.979
36 H -2.344 -2.101 6.549
37 Cl -1.659 -4.103 -1.534
38 C -0.142 -3.679 -0.816
39 C 0.667 -2.734 -1.426
40 C 1.887 -2.422 -0.851
41 C 2.322 -3.040 0.318
42 C 3.652 -2.643 0.931
43 C 3.423 -1.478 1.889
44 N 2.796 -0.351 1.206
45 C 3.405 0.534 0.335
46 C 2.409 1.329 -0.142
47 N 1.206 0.924 0.413
48 C 1.482 -0.071 1.226
49 O 4.603 -2.209 -0.013
50 C 5.338 -3.238 -0.693
51 C 4.643 -3.776 -1.908
52 C 4.072 -5.007 -2.007
53 Cl 4.050 -6.230 -0.807
54 S 3.293 -5.261 -3.514
55 C 3.752 -3.701 -4.055
56 C 4.463 -3.029 -3.113
57 C 1.470 -3.961 0.918
58 Cl 1.906 -4.719 2.419
59 C 0.244 -4.290 0.363
60 H 0.346 -2.257 -2.346
61 H 2.537 -1.696 -1.331
62 H 4.060 -3.466 1.518
63 H 4.364 -1.163 2.333
64 H 2.748 -1.810 2.674
65 H 4.464 0.502 0.134
66 H 2.472 2.135 -0.854
67 H 0.757 -0.618 1.816
68 H 5.578 -4.050 -0.005
69 H 6.268 -2.758 -0.990
70 H 3.485 -3.381 -5.054
71 H 4.853 -2.024 -3.253
72 H -0.400 -5.013 0.846
73 Te -0.519 1.690 -2.894
74 C -1.592 3.326 -3.699
75 C -1.470 4.601 -3.162
76 C -2.169 5.654 -3.738
77 C -2.993 5.428 -4.836
78 C -3.121 4.147 -5.356
79 C -2.419 3.089 -4.789
80 C 1.398 2.449 -3.372
81 C 1.933 3.543 -2.701
82 C 3.168 4.047 -3.085
83 C 3.870 3.452 -4.127
84 C 3.339 2.350 -4.784
85 C 2.099 1.844 -4.409
86 H -0.852 4.784 -2.292
87 H -2.068 6.652 -3.329
88 H -3.536 6.251 -5.283
89 H -3.769 3.965 -6.205
90 H -2.520 2.091 -5.198
91 H 1.405 3.998 -1.873
92 H 3.582 4.904 -2.568
93 H 4.834 3.847 -4.424
94 H 3.885 1.884 -5.596
95 H 1.680 0.991 -4.930

Summary:
multiplicity = 1
net charge = +1
gap between HOMO and LUMO = 8.33 eV
ΔE to the lowest compared entry with this formula, charge and spin = 0.0 kcal per mole
E_HOMO = -0.37885 Ha

Here are the Löwdin charges for atoms 1 to 2, given in e: atom 1 (Cd): 1.00, atom 2 (C): -0.38

=====

[2]
Below is a structure of composition C42H40FI4N7O5Sc, with properties calculated with wB97M-V/def2-TZVPD.

Cartesian coordinates (Å):
1 Sc -0.083 0.094 0.370
2 I -6.478 -3.998 1.962
3 C -4.971 -2.613 1.536
4 C -5.035 -1.342 2.090
5 C -4.059 -0.423 1.760
6 I -4.118 1.474 2.621
7 C -2.993 -0.712 0.877
8 O -2.134 0.202 0.567
9 C -2.930 -2.034 0.374
10 C -1.745 -2.582 -0.398
11 N -0.858 -1.619 -1.074
12 C -1.396 -1.159 -2.375
13 C -2.268 0.056 -2.225
14 C -3.641 0.017 -2.394
15 C -4.374 1.175 -2.177
16 C -3.707 2.329 -1.810
17 C -2.328 2.274 -1.673
18 N -1.618 1.170 -1.869
19 C -3.928 -2.951 0.691
20 H -5.841 -1.064 2.756
21 H -2.117 -3.311 -1.128
22 H -1.107 -3.130 0.302
23 H 0.021 -2.093 -1.265
24 H -1.939 -1.970 -2.870
25 H -0.539 -0.879 -2.984
26 H -4.126 -0.910 -2.672
27 H -5.451 1.172 -2.287
28 H -4.236 3.254 -1.628
29 H -1.776 3.162 -1.381
30 H -3.870 -3.951 0.275
31 I 7.683 1.129 -0.210
32 C 5.700 0.548 0.070
33 C 5.395 -0.793 0.251
34 C 4.070 -1.157 0.408
35 I 3.590 -3.175 0.647
36 C 3.018 -0.227 0.388
37 O 1.782 -0.634 0.523
38 C 3.360 1.128 0.192
39 C 2.303 2.205 0.164
40 N 1.114 1.860 -0.666
41 C 1.443 1.875 -2.111
42 C 2.273 0.690 -2.537
43 C 3.558 0.851 -3.039
44 C 4.294 -0.269 -3.378
45 C 3.717 -1.518 -3.216
46 C 2.421 -1.580 -2.736
47 N 1.703 -0.508 -2.405
48 C 4.690 1.495 0.047
49 H 6.174 -1.542 0.264
50 H 2.757 3.123 -0.225
51 H 1.946 2.410 1.172
52 H 0.443 2.611 -0.521
53 H 1.978 2.798 -2.360
54 H 0.502 1.857 -2.657
55 H 3.982 1.843 -3.129
56 H 5.307 -0.170 -3.748
57 H 4.256 -2.426 -3.449
58 H 1.939 -2.545 -2.609
59 H 4.933 2.539 -0.106
60 C -2.275 0.338 7.715
61 C -1.001 -0.437 7.421
62 N -0.847 -0.740 5.993
63 C -0.166 0.129 5.219
64 C -0.030 0.032 3.868
65 C 0.580 1.203 3.138
66 O 1.367 1.932 3.709
67 O 0.114 1.362 1.948
68 C -0.550 -1.112 3.199
69 O -0.441 -1.344 1.976
70 C -1.305 -2.045 4.034
71 C -1.924 -3.137 3.417
72 C -2.736 -3.942 4.150
73 F -3.373 -4.975 3.556
74 C -2.976 -3.712 5.512
75 C -2.341 -2.662 6.133
76 C -1.486 -1.815 5.402
77 N -3.913 -4.512 6.238
78 C -5.268 -4.392 5.730
79 C -6.235 -5.055 6.688
80 N -5.839 -6.503 6.831
81 C -4.420 -6.630 7.318
82 C -3.505 -5.907 6.355
83 H -2.349 0.543 8.783
84 H -3.163 -0.214 7.408
85 H -2.274 1.290 7.184
86 H -0.953 -1.372 7.979
87 H -0.125 0.140 7.711
88 H 0.282 0.977 5.724
89 H -1.776 -3.303 2.362
90 H -2.549 -2.491 7.178
91 H -5.395 -4.825 4.723
92 H -5.531 -3.337 5.651
93 H -7.257 -5.024 6.315
94 H -6.186 -4.626 7.687
95 H -5.922 -6.955 5.917
96 H -6.474 -6.990 7.461
97 H -4.184 -7.689 7.391
98 H -4.394 -6.173 8.306
99 H -3.493 -6.424 5.385
100 H -2.496 -5.954 6.765

Summary:
multiplicity = 1
net charge = +1
gap between HOMO and LUMO = 5.77 eV
ΔE to the lowest compared entry with this formula, charge and spin = 13.6 kcal per mole
E_HOMO = -0.32569 Ha

Here are the Löwdin charges for atoms 1 to 2, given in e: atom 1 (Sc): 1.04, atom 2 (I): 0.89

=====

[3]
Below is a structure of composition C42H40GeN5ORh, with properties calculated with wB97M-V/def2-TZVPD.

Cartesian coordinates (Å):
1 Rh -0.727 -0.758 0.326
2 C -3.388 -2.196 -0.215
3 C -4.020 -1.337 0.865
4 C -3.628 0.121 0.946
5 C -4.650 1.031 1.184
6 C -4.373 2.365 1.424
7 C -3.049 2.758 1.448
8 C -2.081 1.814 1.182
9 N -2.338 0.527 0.896
10 N -2.006 -2.568 0.115
11 C -1.862 -3.299 1.390
12 C -1.499 -2.406 2.550
13 C -1.822 -2.765 3.845
14 C -1.393 -1.978 4.904
15 C -0.655 -0.841 4.626
16 C -0.389 -0.523 3.308
17 N -0.791 -1.289 2.286
18 C -1.385 -3.331 -0.980
19 C 0.114 -3.298 -0.831
20 C 0.917 -4.288 -1.366
21 C 2.287 -4.248 -1.143
22 C 2.803 -3.250 -0.336
23 C 1.940 -2.294 0.166
24 N 0.632 -2.282 -0.113
25 H -3.348 -1.646 -1.156
26 H -3.994 -3.096 -0.370
27 H -3.842 -1.784 1.848
28 H -5.100 -1.372 0.732
29 H -5.670 0.673 1.203
30 H -5.173 3.069 1.609
31 H -2.753 3.776 1.655
32 H -1.043 2.100 1.205
33 H -1.051 -4.022 1.277
34 H -2.761 -3.878 1.624
35 H -2.404 -3.661 4.015
36 H -1.641 -2.247 5.922
37 H -0.291 -0.188 5.406
38 H 0.154 0.378 3.058
39 H -1.685 -2.877 -1.923
40 H -1.735 -4.369 -0.978
41 H 0.467 -5.094 -1.929
42 H 2.932 -5.008 -1.562
43 H 3.854 -3.196 -0.094
44 H 2.299 -1.517 0.821
45 C 2.413 2.527 4.579
46 C 2.941 1.348 4.068
47 C 2.585 0.924 2.795
48 C 1.710 1.668 1.998
49 C 1.194 2.851 2.531
50 C 1.539 3.278 3.806
51 Ge 1.088 1.035 0.243
52 C 2.641 0.409 -0.796
53 C 3.943 0.334 -0.306
54 C 4.981 -0.132 -1.106
55 C 4.738 -0.519 -2.416
56 C 3.454 -0.405 -2.934
57 C 2.425 0.058 -2.130
58 C 0.567 2.680 -0.718
59 C 1.576 3.639 -0.836
60 C 1.355 4.831 -1.510
61 C 0.115 5.090 -2.079
62 C -0.900 4.151 -1.968
63 C -0.667 2.958 -1.293
64 H 2.689 2.861 5.570
65 H 3.633 0.761 4.659
66 H 2.987 -0.020 2.439
67 H 0.547 3.483 1.929
68 H 1.137 4.207 4.191
69 H 4.177 0.662 0.699
70 H 5.986 -0.175 -0.706
71 H 5.549 -0.875 -3.037
72 H 3.263 -0.659 -3.970
73 H 1.435 0.180 -2.555
74 H 2.552 3.458 -0.398
75 H 2.151 5.560 -1.589
76 H -0.060 6.021 -2.601
77 H -1.875 4.352 -2.397
78 H -1.475 2.244 -1.195
79 O -1.177 -0.577 -1.813
80 N -0.835 -0.290 -3.054
81 C -0.010 -1.123 -3.720
82 C 0.326 -0.884 -5.032
83 C -0.183 0.233 -5.679
84 C -1.024 1.078 -4.974
85 C -1.340 0.797 -3.662
86 H 0.374 -1.952 -3.144
87 H 0.989 -1.575 -5.533
88 H 0.068 0.437 -6.710
89 H -1.447 1.963 -5.426
90 H -1.989 1.405 -3.059

Summary:
multiplicity = 1
net charge = +2
gap between HOMO and LUMO = 7.91 eV
ΔE to the lowest compared entry with this formula, charge and spin = 5.4 kcal per mole
E_HOMO = -0.48260 Ha

Here are the Löwdin charges for atoms 1 to 2, given in e: atom 1 (Rh): 0.96, atom 2 (C): -0.15

=====

[4]
Below is a structure of composition C42H41AsGeN4OReS, with properties calculated with wB97M-V/def2-TZVPD.

Cartesian coordinates (Å):
1 Re 0.012 0.432 0.189
2 C -2.743 0.195 3.568
3 C -1.883 0.118 4.645
4 C -0.510 0.081 4.417
5 C -0.046 0.124 3.127
6 N -0.892 0.238 2.083
7 C -2.211 0.270 2.297
8 C 1.364 -0.145 2.751
9 C 2.416 -0.226 3.625
10 C 3.634 -0.685 3.141
11 C 3.727 -1.154 1.843
12 C 2.625 -1.062 1.011
13 N 1.512 -0.448 1.447
14 C 2.496 -1.780 -0.291
15 C 3.530 -2.485 -0.870
16 C 3.250 -3.285 -1.971
17 C 1.953 -3.351 -2.442
18 C 0.976 -2.585 -1.814
19 N 1.247 -1.814 -0.764
20 H -3.819 0.206 3.697
21 H -2.269 0.067 5.657
22 H 0.185 -0.028 5.242
23 H -2.838 0.344 1.421
24 H 2.299 0.051 4.665
25 H 4.493 -0.741 3.803
26 H 4.637 -1.619 1.492
27 H 4.537 -2.436 -0.474
28 H 4.039 -3.863 -2.440
29 H 1.691 -3.982 -3.283
30 H -0.057 -2.591 -2.147
31 S -1.959 -1.195 -0.651
32 C -2.338 0.339 -1.353
33 C -3.337 0.631 -2.287
34 C -3.481 1.927 -2.730
35 C -2.626 2.940 -2.260
36 C -1.659 2.603 -1.364
37 N -1.535 1.326 -0.915
38 H -3.973 -0.172 -2.637
39 H -4.259 2.169 -3.448
40 H -2.718 3.965 -2.595
41 H -0.958 3.329 -0.973
42 O 1.000 0.848 -1.543
43 As 2.417 1.211 -2.408
44 C 2.290 3.061 -2.809
45 C 1.102 3.487 -3.404
46 C 0.929 4.833 -3.679
47 C 1.933 5.743 -3.361
48 C 3.116 5.312 -2.776
49 C 3.304 3.963 -2.500
50 C 2.273 0.176 -3.988
51 C 0.983 -0.223 -4.341
52 C 0.800 -0.954 -5.508
53 C 1.894 -1.290 -6.300
54 C 3.174 -0.876 -5.946
55 C 3.369 -0.130 -4.794
56 C 4.012 0.918 -1.414
57 C 4.174 1.646 -0.234
58 C 5.345 1.508 0.499
59 C 6.352 0.660 0.047
60 C 6.188 -0.059 -1.132
61 C 5.018 0.067 -1.866
62 H 0.325 2.778 -3.649
63 H 0.015 5.175 -4.152
64 H 1.796 6.795 -3.583
65 H 3.898 6.024 -2.539
66 H 4.233 3.627 -2.062
67 H 0.141 0.024 -3.707
68 H -0.200 -1.262 -5.799
69 H 1.749 -1.868 -7.206
70 H 4.021 -1.118 -6.580
71 H 4.360 0.228 -4.555
72 H 3.407 2.321 0.105
73 H 5.476 2.073 1.415
74 H 7.275 0.570 0.609
75 H 6.979 -0.710 -1.488
76 H 4.891 -0.511 -2.769
77 C 0.857 4.247 3.303
78 Ge -0.245 3.803 1.769
79 C -2.061 3.455 2.356
80 C -0.279 5.280 0.500
81 C 0.719 2.326 0.855
82 H 0.538 5.200 3.738
83 H 1.906 4.342 3.006
84 H 0.778 3.476 4.077
85 H -2.469 4.401 2.731
86 H -2.097 2.731 3.172
87 H -2.700 3.113 1.532
88 H -0.341 6.234 1.031
89 H -1.147 5.212 -0.164
90 H 0.633 5.285 -0.108
91 H 1.593 2.133 1.489
92 H 1.092 2.798 -0.056

Summary:
multiplicity = 4
net charge = +2
gap between HOMO and LUMO (alpha / beta) = 6.92 / 6.41 eV
ΔE to the lowest compared entry with this formula, charge and spin = 0.0 kcal per mole
E_HOMO (alpha / beta) = -0.46662 / -0.47532 Ha

Here are the natural (NBO) charges for atoms 1 to 2, given in e: atom 1 (Re): 1.59, atom 2 (C): -0.22

=====

[5]
Below is a structure of composition C42H41BrO2P2Pb, with properties calculated with wB97M-V/def2-TZVPD.

Cartesian coordinates (Å):
1 Pb 0.598 -0.031 2.485
2 C -0.628 -0.267 -5.509
3 C 0.569 0.161 -5.099
4 C 1.160 1.520 -5.366
5 C 0.170 2.685 -5.573
6 C -0.852 2.844 -4.481
7 C -2.056 2.263 -4.413
8 C -2.645 1.316 -5.417
9 C -1.659 0.505 -6.286
10 C -0.915 0.395 4.074
11 H -0.915 -1.311 -5.326
12 H 1.253 -0.545 -4.608
13 H 1.821 1.480 -6.251
14 H 1.808 1.786 -4.517
15 H 0.781 3.601 -5.542
16 H -0.256 2.652 -6.583
17 H -0.564 3.576 -3.717
18 H -2.754 2.557 -3.622
19 H -3.322 1.864 -6.097
20 H -3.279 0.594 -4.880
21 H -2.274 -0.250 -6.800
22 H -1.242 1.136 -7.080
23 H -1.502 -0.527 4.207
24 H -1.542 1.265 3.842
25 H -0.315 0.575 4.981
26 P 1.141 -0.899 -0.332
27 P -0.837 1.678 0.631
28 C 0.710 0.478 -1.375
29 C -0.024 1.559 -0.955
30 C 2.938 -1.142 -0.369
31 C 3.724 -0.752 -1.466
32 C 5.108 -0.933 -1.414
33 C 5.712 -1.443 -0.260
34 C 4.925 -1.791 0.849
35 C 3.542 -1.675 0.785
36 C 0.408 -2.438 -0.960
37 C -0.988 -2.590 -0.839
38 C -1.590 -3.769 -1.267
39 C -0.817 -4.787 -1.846
40 C 0.566 -4.625 -1.994
41 C 1.179 -3.451 -1.556
42 C -0.508 3.306 1.389
43 C 0.785 3.559 1.889
44 C 1.050 4.759 2.543
45 C 0.052 5.737 2.662
46 C -1.224 5.499 2.138
47 C -1.507 4.288 1.504
48 C -2.622 1.531 0.389
49 C -3.388 0.976 1.432
50 C -4.765 0.871 1.288
51 C -5.385 1.291 0.101
52 C -4.616 1.810 -0.952
53 C -3.234 1.921 -0.813
54 H 1.054 0.390 -2.411
55 H -0.139 2.441 -1.594
56 H 3.253 -0.314 -2.346
57 H 5.719 -0.663 -2.277
58 H 6.795 -1.564 -0.215
59 H 5.390 -2.143 1.765
60 H 2.920 -1.982 1.634
61 H -1.590 -1.778 -0.423
62 H -2.666 -3.899 -1.158
63 H -1.292 -5.707 -2.191
64 H 1.171 -5.411 -2.452
65 H 2.252 -3.309 -1.686
66 H 1.585 2.823 1.761
67 H 2.040 4.942 2.954
68 H 0.271 6.690 3.148
69 H -2.001 6.261 2.216
70 H -2.495 4.104 1.083
71 H -2.893 0.637 2.346
72 H -5.361 0.449 2.097
73 H -6.466 1.206 -0.007
74 H -5.097 2.121 -1.882
75 H -2.627 2.307 -1.631
76 Br -1.170 -4.035 4.697
77 C 0.354 -3.846 5.803
78 C 0.402 -4.588 6.990
79 C 1.392 -4.311 7.937
80 C 2.374 -3.346 7.675
81 C 2.390 -2.688 6.451
82 C 1.379 -2.924 5.504
83 C 1.325 -2.066 4.279
84 O 1.743 -0.862 4.446
85 O 0.863 -2.478 3.166
86 H -0.336 -5.365 7.173
87 H 1.409 -4.868 8.867
88 H 3.120 -3.089 8.431
89 H 3.158 -1.943 6.224

Summary:
multiplicity = 1
gap between HOMO and LUMO = 6.42 eV
E_HOMO = -0.23503 Ha

Here are the Löwdin charges for atoms 1 to 2, given in e: atom 1 (Pb): 1.15, atom 2 (C): -0.10